No. 1
The following is a quantum chemistry calculation of the molecule C9H10BrP at a distorted geometry, from the OMol25 dataset.

As for the SMILES: CC1=Cc2cc(Br)p(C)c2C1. The calculation puts the molar mass at 229.06 g mol⁻¹. Its gap between HOMO and LUMO is 8.2 eV. For the energy above the lowest of the compared OMol25 structures with the same formula, charge and spin, the calculation gives 0.0 kcal per mole. The calculation puts the HOMO energy at -0.294 hartree.

CARTESIAN COORDINATES (ANGSTROEM)
C -2.4777 -1.3234 0.2207
C 0.0971 -1.6778 0.1124
C 0.4025 0.1763 -1.1921
C -1.1414 -1.1439 -0.2947
C 1.1105 -0.9060 -0.3507
C -1.0633 -0.0625 -1.0795
C -3.3057 -0.3186 -0.0945
C 2.5748 -0.7426 -0.0179
C -2.1645 2.1910 0.3612
P -2.5130 1.0486 -1.0096
Br -5.1532 -0.3266 0.2328
H -2.7646 -2.0611 1.0066
H 0.1867 -2.5655 0.8379
H 0.7146 0.0667 -2.2319
H 2.6482 -0.7144 1.1409
H 3.0266 0.0586 -0.5141
H 3.3149 -1.4967 -0.3994
H -1.7891 3.1912 0.1803
H -3.0634 2.3845 0.9448
H -1.4410 1.5788 0.9530
H 0.8397 1.1916 -0.9111

Force components x, y, z for each atom (eV/Å):
-1.0420 -0.8413 1.7552
2.2976 -2.1619 1.7821
1.8160 1.1747 -0.2067
-2.3316 0.0288 0.1432
-0.9906 0.9503 -0.5825
1.6800 1.7721 0.6517
-0.0303 0.2585 0.1224
0.0438 -2.5020 1.7529
0.8747 -0.9111 1.4801
-0.5845 -0.8422 -2.1047
-0.0656 0.0873 0.2671
0.1756 0.1654 -1.1679
-0.0691 1.4566 -1.2770
0.2271 -0.0389 -0.3008
0.2886 0.2278 -2.0422
0.0878 2.0971 -0.1999
-1.1614 -0.3251 0.6022
0.4013 -0.1456 -0.7347
-0.1951 -0.4487 0.0199
-0.4721 0.9686 0.2013
-0.9500 -0.9707 -0.1618

These are the natural (NBO) partial charges, in e, on atoms 1 to 2: number 1, C, carries -0.2387; number 2, C, carries -0.2402

=====

No. 2
The following is a quantum chemistry calculation of a cluster of 9 separate species, C23H35Br8F2N3O6 in total at a distorted geometry, from the OMol25 dataset.

The expectation value of S² is 0.76. As for the total charge: +1. The calculation puts the molar mass at 1126.78 g mol⁻¹. Its multiplicity is 2. Its gap between HOMO and LUMO (spin up / spin down) is 8.3 / 2.6 eV. The calculation puts the HOMO energy (spin up / spin down) at -0.417 / -0.417 hartree.

CARTESIAN COORDINATES (ANGSTROEM)
C 1.1201 1.8039 -5.5619
N 0.6364 1.6358 -4.1389
O 0.6605 0.4657 -3.6893
O 0.2668 2.6596 -3.5127
H 0.9458 2.8144 -5.9317
H 0.6076 1.0747 -6.1894
H 2.1753 1.5352 -5.5128
C -2.2212 -1.0689 -3.9661
N -1.5999 -1.2820 -5.2878
O -1.5866 -0.3855 -6.0859
O -1.3017 -2.4690 -5.5411
H -2.0803 -0.0040 -3.7815
H -1.7778 -1.6649 -3.1684
H -3.2947 -1.2501 -3.9121
C -0.9573 -5.9292 1.9610
N -0.6568 -4.7751 1.0294
O -1.5030 -4.0135 0.6940
O 0.5098 -4.6404 0.7553
H -0.2860 -6.6657 1.5194
H -2.0293 -6.0376 1.7961
H -0.6206 -5.6752 2.9661
Br 4.7928 2.6727 2.2414
C 4.5926 3.1044 0.2823
C 3.6719 1.9669 -0.4631
Br 3.1490 2.5032 -2.3250
H 5.5071 3.0372 -0.3070
H 4.1716 4.1089 0.2377
H 2.7566 1.8154 0.1091
H 4.2446 1.0488 -0.3321
Br 4.7182 -1.5534 -2.0915
C 3.0991 -1.9073 -3.2492
C 2.5984 -3.2997 -2.8304
Br 3.6468 -4.6193 -3.7502
H 3.4105 -1.8448 -4.2919
H 2.3028 -1.1883 -3.0569
H 1.6144 -3.6291 -3.1641
H 2.4632 -3.5091 -1.7693
Br 1.2982 -2.4706 4.7277
C 1.1505 -0.5135 5.0455
C 1.7126 0.1983 3.8870
Br 1.7704 2.1529 4.2946
H 1.7235 -0.3146 5.9512
H 0.1051 -0.2075 5.0846
H 1.1063 0.1362 2.9833
H 2.7361 -0.1685 3.8102
Br -2.2121 -0.8833 -0.4547
C -0.6087 -0.6961 0.6742
C 0.5447 -0.4028 -0.3249
Br 2.2977 -1.2661 0.2857
H -0.3929 -1.5907 1.2583
H -0.8095 0.1608 1.3172
H 0.7397 0.6585 -0.4795
H 0.4165 -0.8538 -1.3089
F -2.0443 2.6974 -1.3381
C -1.4280 3.2020 -0.2889
C -0.2573 3.9066 -0.5686
C 0.4848 4.3694 0.5130
C 0.0885 4.1579 1.8075
C -1.0777 3.5082 2.0444
C -1.8755 3.0161 1.0018
H 0.1258 4.1786 -1.5410
H 1.4155 4.8583 0.2658
H 0.7572 4.3570 2.6320
H -1.3670 3.2611 3.0552
H -2.6627 2.2802 1.0741
F -1.9779 -1.9146 3.6890
C -2.9866 -1.0636 3.3571
C -2.8594 0.2701 3.6785
C -3.9228 1.1367 3.2579
C -4.9656 0.6590 2.4591
C -5.0164 -0.6687 2.0489
C -4.0279 -1.5100 2.5486
H -2.1659 0.5706 4.4500
H -3.8364 2.1858 3.4993
H -5.7828 1.2948 2.1522
H -5.8473 -0.9576 1.4222
H -4.0950 -2.5690 2.3473

Force components x, y, z for each atom (eV/Å):
-0.0453 -0.2789 0.3061
-0.9371 0.8329 0.9871
-0.1279 2.2703 -0.4580
0.9129 -3.1281 -1.5777
0.0577 -0.1262 0.4372
-0.0984 -0.0103 0.2542
-0.0055 0.2006 -0.1143
0.1883 1.3976 1.1274
-1.0945 -3.5237 -0.3555
0.4693 0.6487 -0.0653
0.1434 1.9324 0.3655
0.0002 -0.1028 0.3095
0.3245 -0.0332 -0.5541
0.0672 -0.2600 -0.8654
-0.0099 0.5886 -1.5242
1.2606 -0.3125 1.7414
-1.8082 0.8299 -0.5129
1.3017 0.0800 -0.5848
-0.5780 -0.5534 0.4414
0.2056 -0.6854 0.6257
-0.3019 0.1664 -0.1663
0.0289 0.1097 -1.7295
-1.3851 -1.5571 -1.1578
0.6426 1.7874 1.9273
0.8371 -0.5296 1.5152
0.3984 0.3288 0.8211
-0.0283 -0.2876 0.0100
-0.1618 0.3072 -0.2998
-0.0105 -0.0163 -0.9737
-1.4300 0.2305 -0.1874
-1.0226 -1.1349 0.9049
-0.3677 -0.4583 -0.6400
0.6347 -0.4650 0.2580
0.2475 -0.0708 0.2724
0.5534 0.5535 0.2305
-0.3000 1.1371 -0.6211
0.9677 0.2897 0.1460
-0.1817 0.7260 0.0060
-0.9064 -0.3028 0.2900
1.1238 0.7154 -0.2200
-0.0484 -0.8738 0.0287
-0.3559 -0.0578 -0.0644
-0.0423 -0.6093 0.7456
0.2901 -0.2292 0.0856
0.0490 0.5307 -0.7995
0.5302 0.0248 0.6542
0.6177 0.1577 -0.8848
-0.0778 -0.0408 -0.1755
-0.2659 0.3052 -0.2387
-0.5286 -0.1126 -0.1508
0.1416 -0.0987 -0.0243
0.1707 -0.0481 0.2455
-0.1187 -0.1340 0.2956
-1.1652 -0.7250 -0.6818
1.6210 1.1866 -0.0059
0.2346 0.6112 0.9745
0.3032 -0.0032 -1.2167
0.9276 0.1264 0.5196
-1.6294 -1.2337 0.2052
0.6596 -0.5958 -0.6830
-0.4463 -0.4916 -0.2697
0.1361 0.1910 0.2422
-0.0978 0.4175 0.0110
-0.0313 0.0731 0.1675
-0.4664 0.3175 0.6417
-0.4990 0.0244 0.1296
-0.0299 0.4740 -1.0427
-1.9483 0.5445 0.2381
1.0251 -1.0155 -0.1659
0.2929 0.3758 0.0815
0.7536 0.6350 1.2217
-0.2426 -1.0411 -0.2104
0.3911 0.2648 -0.3053
-0.2646 0.0533 0.1921
0.1498 0.3609 0.0108
0.1689 -0.5115 0.0296
0.2308 -0.1486 -0.1700

These are the Mulliken partial charges, in e, on atoms 1 to 2: number 1, C, carries -0.8421; number 2, N, carries 0.5660

=====

No. 3
The following is a quantum chemistry calculation of a structure of composition C17H22BCrN8O2Se2, from the OMol25 dataset.

The expectation value of S² is 8.78. The calculation puts the molar mass at 591.15 g mol⁻¹. Its multiplicity is 6. Its gap between HOMO and LUMO (spin up / spin down) is 7.5 / 7.3 eV. The calculation puts the HOMO energy (spin up / spin down) at -0.261 / -0.305 hartree.

CARTESIAN COORDINATES (ANGSTROEM)
Cr 0.5113 -0.0729 0.3247
C -3.0668 -1.7376 -1.5081
C -1.9367 -1.8333 -0.6964
N -1.4245 -0.6288 -0.4707
N -2.2129 0.2625 -1.1170
C -3.2035 -0.3872 -1.7555
B -1.7549 1.7454 -1.0250
N -1.5667 2.0944 0.4823
C -2.5198 2.5572 1.3120
C -2.0059 2.5821 2.5898
C -0.7012 2.0950 2.4473
N -0.4396 1.8098 1.1756
N -0.4018 1.8626 -1.7794
C -0.1122 2.5578 -2.8939
C 1.1850 2.2692 -3.2625
C 1.6274 1.3582 -2.2999
N 0.6651 1.1146 -1.4211
N -2.7338 2.7583 -1.6028
C -2.5774 4.1039 -1.5230
C -3.7032 4.6913 -2.0373
C -4.5137 3.6038 -2.4168
N -3.9352 2.4479 -2.1428
H -3.7032 -2.5312 -1.8578
H -1.4726 -2.7037 -0.2604
H -3.9393 0.1672 -2.3074
H -3.4880 2.8445 0.9343
H -2.4983 2.9128 3.4874
H 0.0620 1.9447 3.1954
H -0.8448 3.2011 -3.3512
H 1.7297 2.6640 -4.1018
H 2.5834 0.8729 -2.1905
H -1.6857 4.5344 -1.0958
H -3.9113 5.7432 -2.1280
H -5.4921 3.6167 -2.8710
O 3.7161 -1.7509 3.6010
C 3.8958 -2.9717 2.9092
C 3.0434 -3.0623 1.6515
C 3.3953 -4.4583 1.0890
O 2.7372 -4.7986 -0.1194
C 3.4255 -2.0401 0.5677
Se 2.9280 -0.1682 0.9152
C 1.5304 -3.0383 1.9247
Se 0.7673 -1.3279 2.5070
H 4.2187 -1.7872 4.4200
H 3.6376 -3.8241 3.5525
H 4.9438 -3.0932 2.6051
H 3.2039 -5.2141 1.8598
H 4.4609 -4.4826 0.8577
H 1.8255 -5.0357 0.0733
H 2.9659 -2.3495 -0.3671
H 4.5061 -2.0385 0.4234
H 1.2711 -3.7717 2.6909
H 1.0087 -3.3080 1.0062

Force components x, y, z for each atom (eV/Å):
-0.2231 0.1668 -0.3520
-0.0175 -0.0400 -0.0014
0.0169 0.0509 0.0068
0.1730 -0.0326 0.1867
0.0389 0.0474 -0.0265
-0.0002 0.0633 0.0726
-0.0443 0.0004 0.0740
0.0818 0.0844 -0.1658
0.0006 0.0157 0.0015
0.0451 0.0078 0.0389
-0.0038 0.0876 -0.0749
-0.1914 -0.2295 0.0647
0.0002 -0.0272 0.0124
0.0360 -0.0053 -0.0063
0.0194 0.0076 0.0007
0.0045 0.0090 -0.0350
-0.0981 -0.1000 0.1365
-0.0908 -0.0723 0.0939
0.0105 -0.0430 0.0405
-0.0297 0.0275 -0.0948
-0.0054 -0.0217 0.0587
0.0808 0.0620 -0.0909
0.0116 0.0052 0.0049
-0.0031 0.0078 0.0003
-0.0004 0.0175 -0.0226
0.0136 -0.0072 0.0117
0.0096 -0.0102 -0.0073
-0.0193 -0.0068 -0.0017
0.0134 -0.0131 0.0165
-0.0066 -0.0144 0.0073
0.0037 0.0109 -0.0008
-0.0117 -0.0055 0.0062
0.0050 -0.0110 -0.0084
0.0055 -0.0005 0.0172
0.0300 -0.0947 -0.0189
0.0314 0.0711 0.1324
-0.1896 0.0854 -0.2348
-0.0601 -0.1040 -0.1088
-0.0012 0.0351 0.0214
-0.1361 -0.0040 0.1760
0.2584 -0.0536 0.0810
0.1585 0.0501 -0.0715
-0.0902 -0.0383 -0.0761
0.0117 0.0045 -0.0072
-0.0010 0.0371 0.0299
0.0386 0.0097 0.0343
-0.0099 -0.0076 -0.0191
0.0271 -0.0226 -0.0021
0.0271 -0.0155 0.0118
-0.0104 0.0207 -0.0458
0.0384 -0.0013 0.0678
0.0569 0.0210 0.0433
-0.0043 -0.0243 0.0228

These are the natural (NBO) partial charges, in e, on atoms 1 to 2: number 1, Cr, carries 0.9252; number 2, C, carries -0.3451

=====

No. 4
The following is a quantum chemistry calculation of a cluster of 2 separate species, C3ClN3S in total at a distorted geometry, from the OMol25 dataset.

As for the SMILES: N#CC#[N+][S-].N#CCl. The calculation puts the molar mass at 145.57 g mol⁻¹. Its gap between HOMO and LUMO (spin up / spin down) is 8.4 / 8.4 eV. For the energy above the lowest of the compared OMol25 structures with the same formula, charge and spin, the calculation gives 55.8 kcal per mole. The calculation puts the HOMO energy (spin up / spin down) at -0.334 / -0.334 hartree.

CARTESIAN COORDINATES (ANGSTROEM)
C 0.7448 1.6035 0.3321
C 1.4410 0.4678 0.1789
C -2.2985 -0.8357 -0.4805
N -0.0376 2.4352 0.4868
N 2.1465 -0.4995 0.1971
N -1.2169 -0.6608 -0.7923
S 2.9944 -1.7485 -0.1172
Cl -3.7736 -0.7619 0.1950

Force components x, y, z for each atom (eV/Å):
-1.0830 0.3166 0.2552
3.0207 -3.5745 0.3461
-0.8406 0.5359 0.7792
0.0741 0.5552 -0.0118
-2.8429 3.9130 -0.7346
1.3062 -0.2446 -0.7204
0.8178 -1.2063 0.1432
-0.4524 -0.2953 -0.0569

These are the natural (NBO) partial charges, in e, on atoms 1 to 2: number 1, C, carries 0.1676; number 2, C, carries 0.2249

=====

> Which formula does entry 2 have?

C23H35Br8F2N3O6

=====

Copy entry 4 word for word.
The following is a quantum chemistry calculation of a cluster of 2 separate species, C3ClN3S in total at a distorted geometry, from the OMol25 dataset.

As for the SMILES: N#CC#[N+][S-].N#CCl. The calculation puts the molar mass at 145.57 g mol⁻¹. Its gap between HOMO and LUMO (spin up / spin down) is 8.4 / 8.4 eV. For the energy above the lowest of the compared OMol25 structures with the same formula, charge and spin, the calculation gives 55.8 kcal per mole. The calculation puts the HOMO energy (spin up / spin down) at -0.334 / -0.334 hartree.

CARTESIAN COORDINATES (ANGSTROEM)
C 0.7448 1.6035 0.3321
C 1.4410 0.4678 0.1789
C -2.2985 -0.8357 -0.4805
N -0.0376 2.4352 0.4868
N 2.1465 -0.4995 0.1971
N -1.2169 -0.6608 -0.7923
S 2.9944 -1.7485 -0.1172
Cl -3.7736 -0.7619 0.1950

Force components x, y, z for each atom (eV/Å):
-1.0830 0.3166 0.2552
3.0207 -3.5745 0.3461
-0.8406 0.5359 0.7792
0.0741 0.5552 -0.0118
-2.8429 3.9130 -0.7346
1.3062 -0.2446 -0.7204
0.8178 -1.2063 0.1432
-0.4524 -0.2953 -0.0569

These are the natural (NBO) partial charges, in e, on atoms 1 to 2: number 1, C, carries 0.1676; number 2, C, carries 0.2249